Here is C9H10Br3FINO7PtS as an isolated structure at a distorted geometry from OMol25. Energies are from wB97M-V/def2-TZVPD.

```
34
Properties=species:S:1:pos:R:3
C 3.96707 -0.36144 0.44414
C 2.92253 -0.43995 -0.63912
O 1.62660 -0.49468 0.00184
C 0.49076 -0.82300 -0.65257
I 0.59463 -0.77361 -2.81167
C -0.00205 -2.25208 -0.28984
Br 1.41523 -3.51066 -0.29654
O -0.56177 -2.27630 1.03885
S -2.02992 -1.74688 1.18036
O -2.95852 -2.68295 0.66060
O -2.19558 -1.13209 2.44032
C -2.03502 -0.36368 -0.14117
O -2.33428 -0.93490 -1.32951
O -2.89072 0.59802 0.28371
N -4.27693 0.08641 0.70705
O -4.66843 0.74466 1.61994
C -0.56231 0.29979 -0.10872
F -0.31875 0.47719 1.20944
C -0.43845 1.62005 -0.78251
Br -1.52244 1.93228 -2.18885
C 0.46511 2.61568 -0.36511
C 1.34117 2.52952 0.83160
Br 0.64331 4.14213 -1.32712
H 3.70172 0.36431 1.20998
H 4.93122 -0.12736 0.00138
H 4.06483 -1.32686 0.93685
H 3.06747 -1.34014 -1.23626
H 2.95472 0.43391 -1.29357
H -0.74218 -2.61301 -0.99658
H -3.15157 -0.58990 -1.71637
H 1.86175 3.46840 0.98133
H 0.75300 2.32701 1.72231
H 2.08672 1.74031 0.71520
Pt -6.19891 0.40984 0.19061
```

Summary:
Energy ... -260315.3275 eV
Charge ... +2

These are the Mulliken partial charges, in e, on atoms 1 to 4: atom 1 (C): -1.246, atom 2 (C): -0.419, atom 3 (O): -0.078, atom 4 (C): -0.642